Computed, not measured: 2 unconnected molecules or ions with the total composition C2H2O5 in a non-equilibrium geometry, with ωB97M-V with the def2-TZVPD basis set.

XYZ file:
```
9
Properties=species:S:1:pos:R:3:lowdin_charge:R:1
C -0.364 -0.275 1.343 -0.4577
C 1.208 0.511 -0.001 0.0573
O -0.914 -0.900 0.276 0.0387
O -0.098 -1.098 2.223 0.0676
O -0.774 0.248 -0.862 -0.1691
O -0.558 -0.288 -2.104 0.0302
O 1.892 1.393 -0.219 0.1672
H 0.413 -0.304 -2.216 0.1055
H -0.805 0.712 1.561 0.1603
```

Calculated values
DFT total energy   -12336.2318 eV
HOMO   -10.770 eV
Orbital gap   10.038 eV
Energy relative to the best compared isomer or geometry (same formula, charge and spin)   714.13 kJ/mol